This record from OMol25 describes C34H57N3NiO2SSi as an isolated structure in a non-equilibrium geometry. The level of theory is wB97M-V/def2-TZVPD.

Calculated values
Expectation value of S²: 2.013
Multiplicity: 3
LUMO level (alpha / beta) (Eh): -0.0013 / -0.0287
Energy above the lowest of the compared OMol25 structures with the same formula, charge and spin (kJ/mol): 0.00
HOMO (alpha / beta) (eV): -7.099 / -7.067
Charge: 0
F_max (eV/Å): 3.5

Each line ends with the Löwdin spin population.
Atoms and positions in Å:
1 C 2.03835 -2.16662 -1.80203  -0.0003
2 H -5.13278 -3.08019 1.37992  0.0000
3 H -1.97571 -4.19468 2.81995  0.0000
4 H 2.64464 2.53097 4.19940  -0.0001
5 H 1.48695 1.71077 -1.29720  0.0014
6 H 1.15835 3.20757 -3.17152  0.0000
7 C 0.04333 -5.52716 0.68734  -0.0001
8 H 2.70745 -2.01685 -0.94056  0.0000
9 C 2.71718 1.14455 1.90694  0.0020
10 H -2.26972 5.43156 -0.34899  0.0000
11 C 0.23411 -4.04248 0.85885  0.0002
12 H 3.73450 -3.37448 2.39707  0.0003
13 C -1.59424 2.48595 -2.81935  0.0008
14 C -1.30456 -3.85247 -2.34688  0.0009
15 C -1.87586 4.84707 -1.18344  0.0000
16 O -0.72162 2.73886 -1.68111  0.0012
17 H -0.99069 1.89494 -3.53008  0.0003
18 H -2.70081 4.70236 -1.89857  0.0000
19 H 0.98359 -3.04994 4.84193  0.0002
20 C 3.14471 -2.54976 2.81048  0.0011
21 C 0.61677 -0.49203 -3.95335  0.0217
22 H 2.00343 1.58285 1.17491  0.0006
23 C -1.33657 3.54153 -0.65947  0.0007
24 C 1.56676 1.18410 5.52130  0.0043
25 H 0.96137 -6.04198 0.97329  0.0000
26 N 1.17539 -1.25172 2.09049  0.0378
27 C 0.22062 -2.26721 4.70871  0.0004
28 C 1.59273 5.80581 0.11445  0.0000
29 C -2.33245 -3.64610 -1.27814  0.0000
30 H 1.81195 3.74867 -0.55313  0.0000
31 C 2.06106 0.73887 3.18996  0.0037
32 H -0.28693 -1.05934 -4.23130  0.0004
33 C -2.00433 -3.55798 0.11030  0.0000
34 C -2.90229 1.78623 -2.48470  0.0016
35 C 1.35085 -0.48195 3.27230  0.0010
36 S -3.97838 0.98750 1.46843  0.0431
37 H 0.53114 5.24359 -4.60142  0.0000
38 C -2.73583 0.04789 1.31222  0.0303
39 H 3.08402 4.86934 -1.13104  0.0000
40 H -0.50569 -4.54178 -2.06110  0.0000
41 H 2.65954 -2.34085 -2.69825  -0.0001
42 C 2.00481 4.77356 -0.91663  0.0000
43 H 2.25767 5.70942 -4.55337  0.0000
44 H -1.19009 0.27960 -1.15999  0.0233
45 C 2.07360 0.82425 -1.57123  0.0104
46 H -1.78767 -4.26924 -3.24191  0.0000
47 H -0.19094 -5.81294 -0.34566  0.0000
48 H -3.37599 1.46180 -3.41837  -0.0001
49 H -0.84990 -2.90375 -2.67294  0.0010
50 H -3.83537 -3.23940 -2.73631  0.0000
51 H -0.75826 -5.89365 1.34168  0.0000
52 H -1.80873 3.44685 -3.31575  0.0001
53 C 1.83891 -2.41823 2.04346  0.0027
54 Si 0.97249 -0.62479 -2.07923  0.0474
55 H -1.07928 5.42013 -1.67269  0.0000
56 H -3.66381 -3.75889 3.11092  0.0000
57 C 2.12437 1.57720 4.29982  -0.0006
58 C -3.05494 -3.46957 1.07715  0.0001
59 H -5.62682 -2.81201 -1.05582  0.0000
60 H -2.75681 0.90526 -1.86066  0.0011
61 C -4.34709 -3.22402 0.63810  0.0000
62 N -0.72919 -3.21877 0.51867  0.0062
63 O 1.28454 4.95951 -2.12399  0.0000
64 H 2.75449 0.56244 -0.74826  0.0011
65 H 1.61682 1.84544 6.38872  0.0003
66 H 0.48038 0.55756 -4.26209  0.0001
67 H -1.37590 -1.46832 -1.23101  0.0155
68 H 1.42461 -3.05865 -1.60958  0.0000
69 C -3.62628 -3.31776 -1.66768  -0.0002
70 H -2.12927 2.94005 -0.17579  0.0006
71 H 2.80165 3.87785 -3.04578  0.0000
72 H -1.52660 -1.53512 0.78876  0.0027
73 H 3.47435 1.90686 2.12859  0.0002
74 C -4.62623 -3.08396 -0.72390  0.0001
75 H -0.42733 -2.57357 3.87688  0.0000
76 C 1.55575 4.86553 -4.51025  0.0000
77 H -3.59386 2.46631 -1.97716  0.0003
78 H 0.55247 5.65341 0.42404  0.0000
79 H 2.70442 1.10506 -2.42734  0.0016
80 C -0.64004 -0.67979 -1.09040  0.3291
81 C 1.74215 4.13793 -3.19237  0.0000
82 H -0.38900 -2.24138 5.62196  0.0000
83 H 2.22038 -4.39449 1.39256  0.0002
84 Ni 0.18116 0.20551 0.73381  1.3689
85 C -2.76124 -3.48031 2.54797  0.0001
86 H 1.46569 -0.90275 -4.52764  0.0030
87 H 3.75238 -1.63845 2.76930  0.0000
88 C 0.84626 -0.91543 4.53038  0.0038
89 C 1.46719 -3.60796 1.39121  0.0034
90 H 2.96522 -2.78426 3.86926  -0.0002
91 H 0.51765 -0.40348 6.57456  -0.0001
92 H 1.76006 4.17586 -5.33252  0.0000
93 H 3.22112 0.29974 1.42282  0.0002
94 H 1.71101 6.81979 -0.28572  0.0000
95 N -1.67567 -0.61139 1.26917  0.0241
96 H 2.24090 5.68959 0.99067  0.0000
97 H -2.46354 -2.48602 2.91407  0.0001
98 C 0.93719 -0.05705 5.62365  0.0000
99 H -0.54017 3.72351 0.07727  0.0000

Cartesian forces (eV/Å) of the 6 atoms listed first:
C -0.09 0.05 -0.12
H 0.09 -0.07 -0.18
H -0.06 0.20 -0.10
H -0.11 -0.19 0.16
H 0.12 -0.07 -0.10
H 0.17 0.06 -0.05


This record from OMol25 describes C2H3Rh as an isolated structure in a non-equilibrium geometry. The level of theory is wB97M-V/def2-TZVPD.

Calculated values
Expectation value of S²: 6.010
Multiplicity: 5
LUMO level (alpha / beta) (Eh): -0.4493 / -0.5662
Energy above the lowest of the compared OMol25 structures with the same formula, charge and spin (kJ/mol): 55.93
HOMO (alpha / beta) (eV): -21.585 / -24.408
Charge: +2
F_max (eV/Å): 3.8

Each line ends with the Löwdin spin population.
Atoms and positions in Å:
1 C 0.53875 0.20082 -0.62363  0.6578
2 H 0.74905 -0.27580 -1.58775  0.0519
3 C -0.60264 -0.12599 -0.00902  0.4963
4 H -0.98894 -1.19202 0.11762  0.0477
5 Rh 1.26118 0.99465 1.19409  2.6906
6 H -0.95739 0.39834 0.90870  0.0556

Atomic forces in eV per Å
C 0.12 -0.14 -1.24
H 1.00 0.41 -0.05
C -1.29 -1.83 3.11
H 0.05 0.93 -1.07
Rh 0.76 0.25 -0.24
H -0.64 0.38 -0.52


This record from OMol25 describes a 3-piece molecular cluster, C31H65FINO15P2S overall in a non-equilibrium geometry. The level of theory is wB97M-V/def2-TZVPD.

Calculated values
SMILES: CCOCCOC[C@]1(CCCCNC(C)=O)OS(=O)(=O)O[C@@]1(C[C@@H](C)I)[C@@H](F)CC.CCOP(=O)(OCC)OCC.CCOP(=O)(OCC)OCC
LUMO level (Eh): 0.0129
HOMO (eV): -9.184
Charge: 0
F_max (eV/Å): 4.2

Each line ends with the Mulliken charge.
Atoms and positions in Å:
1 C -3.17148 0.51508 1.76478  -0.8730
2 H -3.99588 1.20736 1.61270  0.4365
3 H 1.47672 -3.71191 -0.33799  0.6158
4 C 0.83448 -0.71794 -3.49255  -2.3361
5 H -0.01484 -0.68282 -4.16823  0.7057
6 H 4.29247 0.77113 0.64925  -0.1249
7 O 5.30620 -1.20951 -0.48284  -0.2588
8 H 5.31139 2.43235 5.59264  0.3535
9 H -8.89614 -6.98983 -3.39179  0.3544
10 H 0.67228 -1.78307 -5.88555  0.4107
11 C -0.52969 -2.17962 0.05138  -1.6277
12 H 0.05331 1.24422 -2.02788  0.6196
13 O 4.46273 7.32329 3.09213  -0.3056
14 O -2.82590 -2.71881 -2.06840  -0.4373
15 H -1.26186 -1.37752 0.03739  0.2008
16 C 0.36680 -2.14107 -1.22188  3.0873
17 H 3.52788 8.79354 4.10123  0.3548
18 H 2.13296 -3.26422 -1.89078  0.5583
19 H 6.00380 7.15855 0.51489  0.3059
20 C -9.76116 -6.49639 -2.94997  -0.3128
21 H -0.10212 -1.97078 3.48872  0.4845
22 H 6.85290 -0.37545 0.59190  0.3411
23 C 1.90137 0.91349 -1.06110  0.9613
24 H -1.08288 -3.11494 0.01744  1.0791
25 H 4.65984 7.90694 5.09037  0.2627
26 O 2.61808 -2.01481 -0.32798  0.6947
27 H 6.18988 3.72122 6.42519  0.3171
28 C -2.00682 -2.52009 2.69706  -1.0226
29 H -5.14223 -2.17292 -0.65565  -0.0188
30 H 2.42362 1.07334 -2.00013  0.2628
31 H 1.04683 -1.39315 1.36807  -0.0347
32 O -9.46940 -5.13106 -2.65640  -0.4079
33 P -7.93303 -4.62381 -2.50361  0.8864
34 H -5.44551 -3.24228 -2.03203  0.3679
35 C 6.10225 -0.08419 -0.15275  -0.5210
36 C 4.52207 8.34768 4.10587  -0.1103
37 C 0.21678 -2.09645 1.38783  -0.4865
38 C -0.67530 -1.75090 2.58478  -0.6218
39 H 2.02206 2.12759 0.73287  0.3333
40 H 6.55434 9.10481 4.09044  0.2698
41 C -8.97381 -2.67368 -3.96744  -0.1289
42 H 1.32683 0.24915 -3.59637  0.7824
43 H 0.94034 2.81364 -0.45307  0.4007
44 H 2.73051 2.90141 -0.64888  0.4104
45 H 5.75234 1.57860 1.19972  0.2852
46 H -0.85712 -0.67492 2.60587  0.3034
47 C 1.88728 2.28928 -0.33766  -1.5495
48 H 0.66713 -3.07362 1.59447  0.4257
49 C -10.21600 -7.22959 -1.70433  -1.0872
50 H -2.27579 -3.06617 1.79334  0.4187
51 C 4.66604 4.42332 5.07162  -0.2216
52 O 5.27462 4.79590 2.34887  -0.5328
53 C 1.77887 -1.77451 -4.06590  -0.1767
54 H -6.48054 -4.20616 -0.00906  0.2987
55 P 5.38272 6.04781 3.10074  0.7696
56 H -10.24776 -8.30594 -1.88020  0.3566
57 H 6.60172 8.58365 1.35148  0.0957
58 H -10.55541 -6.49426 -3.69950  0.3273
59 H -1.92419 -3.26305 3.49001  0.4241
60 S -1.62572 -2.33179 -2.71522  1.3675
61 F -0.28181 0.59452 -0.17216  -0.2703
62 H -8.91759 -2.48081 -5.03897  0.3554
63 H 5.53908 9.73044 2.79114  0.2207
64 C 1.69325 -2.84874 -0.98031  -3.6279
65 C 5.73629 3.43049 5.47660  -1.1064
66 H -9.14238 -1.44914 -2.18529  0.2783
67 C 1.72369 -1.68566 -5.59894  -1.5519
68 N -3.18718 -1.69686 3.04062  -0.3306
69 O -1.59358 -2.47695 -4.13360  -0.7201
70 H 4.00083 -3.51381 -0.48132  0.3734
71 C -3.68232 -0.89905 1.96860  0.4755
72 H 1.50755 -2.79329 -3.81382  0.5647
73 O -7.12663 -5.82137 -2.25849  -0.7809
74 H 4.01381 4.64461 5.91832  0.3233
75 C 4.82144 -1.89237 0.64662  -0.7445
76 H -9.47141 -0.61409 -3.69660  0.4280
77 H 5.13526 1.82546 -0.47640  0.2902
78 H -6.38336 -1.76688 -1.85626  -0.1325
79 H 3.29725 -3.28898 1.15167  0.2689
80 H -2.53191 0.84952 2.57992  0.3041
81 O -4.52591 -1.34971 1.21769  -0.4949
82 H 2.21877 -2.55455 -6.02936  0.4476
83 H 5.31719 10.29758 4.45499  0.4143
84 H -7.80298 -1.00699 -3.24244  0.1795
85 O -0.33819 -3.07459 -2.13803  -0.5765
86 O -8.11347 -3.73208 -1.19485  -0.2525
87 H 7.56430 7.84844 0.06020  0.4074
88 H -7.29478 -2.68518 0.34130  0.2662
89 H 7.79788 5.76749 1.48347  0.2542
90 H 2.41591 0.21792 -0.40895  -0.5984
91 O -7.91383 -3.61136 -3.71226  -0.2824
92 H 2.14447 -0.75798 -5.97685  0.3848
93 C 7.60737 6.75360 1.91168  -0.2755
94 H -9.94491 -3.12845 -3.78488  0.2606
95 H -11.21423 -6.90150 -1.40963  0.2961
96 H 6.53057 3.39215 4.73170  0.2822
97 C -6.93394 -3.32367 -0.46341  -0.2776
98 H 4.04239 4.01450 4.27710  0.2724
99 H 5.62228 -2.55351 1.01091  0.4364
100 H 8.56774 7.18723 2.18665  0.3280
101 C 0.46920 0.50464 -1.33555  -1.2765
102 C 5.54566 9.42865 3.83698  -1.0692
103 O 6.88675 6.59352 3.14574  -0.3094
104 C 3.66280 -2.77468 0.25364  -0.8703
105 H 6.64192 0.20333 -1.05367  0.3111
106 O -1.21452 -0.85244 -2.29608  -0.4285
107 H -2.57542 0.51376 0.84975  0.0149
108 H 4.57001 -1.22172 1.47500  0.4383
109 C -8.83164 -1.36202 -3.22559  -1.0470
110 C 0.26153 -0.84018 -2.04669  1.5454
111 C 6.90483 7.64057 0.90258  -0.9100
112 O 5.25116 5.66316 4.66830  -0.3926
113 C -5.91820 -2.58044 -1.30178  -0.0977
114 I 3.82766 -1.38215 -3.52703  0.0498
115 H -2.92709 -1.07375 3.79986  0.3331
116 C 5.27712 1.11756 0.33615  -0.3944
117 H -9.54457 -7.02767 -0.87061  0.2801

Cartesian forces (eV/Å) of the 6 atoms listed first:
C 0.13 -0.15 0.24
H -0.08 -0.05 0.02
H -0.18 -0.03 -0.07
C 0.85 -0.34 0.37
H -0.13 -0.04 0.13
H -0.02 0.07 0.05